Entry 1:
Molecular formula: C21H24F4FeN4O
Method: DFT, the ωB97M-V functional and the def2-TZVPD basis

```
55
Properties=species:S:1:pos:R:3:forces:R:3:mulliken_charge:R:1
Fe -0.670 -0.141 0.219 0.9761 0.6665 -1.6559 0.045
C -2.138 -2.210 1.739 0.3783 -0.0103 0.1621 -1.051
C -0.686 -2.645 1.575 -0.0722 -0.9073 0.6882 -0.501
N 0.228 -1.498 1.581 -0.1464 -0.4203 0.0947 0.816
C 0.395 -0.895 2.910 0.1968 0.0799 0.4830 -0.710
C 0.874 -1.839 4.016 -0.1130 0.0409 -0.1753 -1.399
C 1.505 -1.787 0.904 0.4948 -0.2075 -0.1149 -0.217
C 2.317 -0.505 0.639 -0.3652 -0.0472 0.2345 -1.383
N 1.340 0.519 0.417 -0.8300 0.2913 -0.5358 0.412
C 1.597 1.809 0.689 0.3493 0.5543 0.0794 -0.102
C 0.510 2.666 0.967 0.0722 -0.2872 -0.0133 0.433
F -0.722 2.072 1.002 -0.1889 0.1497 0.1243 -0.475
C 0.624 3.998 1.269 0.0557 0.0808 0.0310 0.010
F -0.479 4.709 1.540 -0.0656 -0.0391 0.0044 -0.313
C 1.863 4.607 1.330 0.0900 -0.0502 -0.0462 -0.518
C 2.960 3.808 1.062 -0.2128 0.1406 0.1062 0.154
F 4.182 4.359 1.097 0.1037 -0.0314 -0.0413 -0.319
C 2.850 2.470 0.750 -0.1297 -0.2093 -0.1059 0.280
F 3.985 1.803 0.434 -0.0695 -0.1419 0.0166 -0.355
H -2.802 -3.064 1.613 -0.0345 0.0477 -0.0552 0.475
H -2.326 -1.774 2.720 -0.0696 0.0358 -0.0026 0.361
H -2.392 -1.470 0.969 -0.2333 -0.0490 0.0089 -0.012
H -0.424 -3.376 2.349 0.0310 0.1113 0.0832 0.584
H -0.590 -3.135 0.609 0.0518 -0.0771 0.7463 0.238
H 1.102 -0.073 2.806 -0.0637 0.0278 -0.0625 0.179
H -0.558 -0.450 3.204 0.0020 0.0403 0.0055 0.450
H 1.707 -2.459 3.679 0.0205 0.0048 0.0366 0.238
H 1.217 -1.250 4.866 -0.0045 -0.0056 0.0097 0.447
H 0.076 -2.494 4.364 0.0443 -0.0393 0.0057 0.321
H 2.136 -2.506 1.442 -0.2274 -0.0571 0.0870 0.383
H 1.229 -2.237 -0.051 0.2349 0.0169 0.2120 0.010
H 2.951 -0.263 1.497 0.1233 -0.0867 0.0804 0.553
H 2.980 -0.682 -0.215 0.0699 -0.0511 0.0412 0.399
H 1.973 5.652 1.574 -0.0115 0.0087 -0.0164 0.503
C -0.269 -4.003 -2.360 -0.0792 0.0916 -0.0059 -1.433
C -0.253 -2.564 -1.916 0.0005 0.2427 -0.5119 0.822
N 0.484 -1.710 -2.640 -0.0062 -0.0595 0.2386 -0.164
O -0.849 -2.198 -0.902 -0.2972 0.1111 -1.0309 -0.354
H -0.155 -4.096 -3.439 0.0281 -0.0275 0.0098 0.495
H -1.199 -4.468 -2.047 -0.0077 0.0113 0.0114 0.300
H 0.559 -4.520 -1.873 0.0134 -0.0263 -0.0006 0.280
H 0.927 -1.981 -3.497 0.0058 -0.0230 -0.0356 0.218
H 0.448 -0.733 -2.377 -0.0352 0.0921 -0.0762 0.004
N -3.607 4.307 -5.002 0.0093 -0.0238 0.0232 -0.535
C -3.137 3.546 -4.280 -0.1285 0.2190 -0.1926 -0.063
C -2.549 2.594 -3.389 0.1687 -0.2216 0.2406 0.564
C -1.175 2.618 -3.148 0.0167 -0.0061 -0.1356 -0.988
C -0.617 1.693 -2.280 -0.0792 -0.0212 -0.0899 0.677
C -1.388 0.718 -1.637 -0.0274 -0.0721 1.3321 -0.116
C -2.764 0.717 -1.904 0.0894 0.0450 -0.2582 -0.306
C -3.347 1.638 -2.761 -0.0398 -0.0119 -0.1213 -0.957
H -0.561 3.368 -3.631 -0.0124 0.0036 -0.0221 0.434
H 0.453 1.745 -2.093 -0.0038 0.0745 0.0720 0.331
H -3.401 -0.028 -1.438 -0.0648 0.0477 0.0259 0.434
H -4.413 1.637 -2.951 -0.0070 -0.0257 0.0115 0.421
```
Forces are in eV/Å.

## Properties
E_HOMO (alpha / beta) ... -7.341 / -7.373 eV
LUMO (alpha / beta) ... 0.24 / 0.23 eV
2S+1 ... 5

=====

Entry 2:
Molecular formula: C21H24F9N2ORuS2
Method: DFT, the ωB97M-V functional and the def2-TZVPD basis

```
60
Properties=species:S:1:pos:R:3:forces:R:3:mulliken_charge:R:1
Ru -1.022 0.102 0.832 0.6483 -0.4924 0.4499 1.050
C -2.789 1.884 -1.944 0.0996 -0.1141 0.0179 -1.602
C -2.725 1.874 -0.444 -0.1786 0.0839 0.0226 1.205
C -3.456 0.930 0.291 -0.1101 0.2510 0.0337 -0.667
C -3.408 0.928 1.689 -0.1420 0.2278 -0.0570 -0.751
C -2.617 1.857 2.361 -0.0815 0.0189 0.0177 -0.108
C -1.896 2.805 1.639 -0.0258 0.0349 -0.1019 -0.689
C -1.950 2.810 0.252 -0.1161 0.0788 0.0637 -0.181
H -2.126 1.115 -2.348 -0.0125 0.0070 -0.0181 0.223
H -2.475 2.848 -2.341 -0.0120 -0.0006 -0.0142 0.416
H -3.798 1.666 -2.294 -0.0063 0.0215 -0.0018 0.397
H -4.108 0.239 -0.227 0.0906 -0.0929 -0.0175 0.338
H -4.019 0.231 2.245 0.1126 -0.1117 0.0044 0.416
H -2.558 1.838 3.440 0.0377 -0.0210 0.0003 0.323
H -1.269 3.517 2.156 0.0173 -0.0215 0.0265 0.343
H -1.391 3.551 -0.305 0.0277 -0.0237 -0.0113 0.393
C -3.300 -3.993 2.168 0.0210 0.0028 -0.0758 -1.700
C -2.519 -2.960 1.392 0.3003 0.2424 0.5353 0.557
S -1.572 -1.897 2.329 -0.2493 -0.0483 -0.2046 -0.299
C -2.544 -2.933 0.006 0.2677 0.2653 -0.5319 0.577
C -3.370 -3.908 -0.790 -0.0248 -0.0664 0.1522 -1.397
S -1.638 -1.817 -0.919 -0.1876 0.1779 0.3373 -0.391
H -3.169 -3.827 3.233 -0.0346 -0.0333 0.0149 0.434
H -2.955 -5.003 1.932 -0.0398 -0.0048 0.0065 0.366
H -4.365 -3.937 1.933 0.0003 -0.0352 0.0027 0.353
H -3.678 -4.772 -0.202 0.0093 0.0098 -0.0549 0.377
H -2.805 -4.249 -1.656 -0.0232 -0.0191 -0.0193 0.362
H -4.269 -3.412 -1.164 -0.0157 -0.0176 -0.0104 0.258
F 0.116 -0.200 4.823 0.1109 -0.0180 -0.0377 -0.256
C 1.281 -0.357 4.189 -0.0437 -0.0670 0.0671 0.390
F 1.299 -1.604 3.682 0.0223 0.2283 0.0881 -0.258
F 2.259 -0.287 5.115 -0.1590 -0.0672 -0.2025 -0.281
C 1.425 0.723 3.053 0.2097 -0.0807 0.0070 0.774
O 0.256 1.004 2.472 -0.3374 -0.4661 -0.5805 -0.422
C 2.498 0.206 2.031 -0.0124 -0.1967 -0.1580 0.344
F 3.579 -0.353 2.597 -0.1869 0.0806 -0.0028 -0.298
F 2.942 1.202 1.239 -0.1258 -0.1013 0.0528 -0.286
F 1.956 -0.723 1.214 0.1083 0.2106 0.1237 -0.275
C 1.971 2.032 3.698 0.0477 0.1124 -0.0156 0.500
F 1.856 3.057 2.840 0.0271 -0.0827 0.1889 -0.228
F 3.266 1.951 4.056 -0.1623 0.1050 -0.0339 -0.258
F 1.259 2.345 4.792 0.1015 0.0185 -0.1009 -0.265
N 0.254 0.662 -1.009 -0.0134 -0.0286 0.0199 0.063
C 1.299 0.568 -1.498 -0.0491 0.0704 -0.0311 -0.105
N 2.476 0.461 -2.049 0.1909 -0.0251 0.0997 0.047
C 3.005 -0.852 -2.430 -0.0983 -0.1657 -0.1985 -0.694
C 2.899 -1.032 -3.942 0.0966 0.0935 0.0493 -0.622
C 3.600 0.125 -4.659 -0.1410 0.0255 0.0599 -0.640
C 3.007 1.466 -4.218 0.0848 -0.1091 0.0662 -0.562
C 3.112 1.606 -2.701 -0.0072 0.1368 -0.2074 -0.784
H 2.462 -1.625 -1.890 -0.0067 0.0447 0.0539 0.473
H 4.053 -0.882 -2.120 -0.0155 -0.0160 0.0583 0.311
H 1.841 -1.055 -4.220 -0.0049 -0.0370 -0.0163 0.278
H 3.336 -1.990 -4.228 -0.0004 -0.0002 0.0159 0.361
H 3.520 0.007 -5.740 0.0094 0.0082 -0.0012 0.328
H 4.666 0.109 -4.408 0.0224 -0.0171 -0.0513 0.300
H 1.955 1.520 -4.511 -0.0059 0.0287 -0.0073 0.269
H 3.527 2.298 -4.697 0.0020 0.0034 0.0082 0.364
H 2.651 2.525 -2.343 -0.0192 -0.0357 0.0578 0.488
H 4.163 1.610 -2.402 -0.0167 0.0284 0.0615 0.342
```
Forces are in eV/Å.

## Properties
E_HOMO (alpha / beta) ... -7.057 / -7.937 eV
Relative energy (zero: lowest compared OMol25 entry of this formula, charge and spin) ... 30.22 kJ/mol
LUMO (alpha / beta) ... 0.45 / -1.29 eV
2S+1 ... 6

=====

Entry 3:
Molecular formula: C21H24FKN2SSi
Method: DFT, the ωB97M-V functional and the def2-TZVPD basis

```
51
Properties=species:S:1:pos:R:3:forces:R:3:mulliken_charge:R:1
K 0.318 0.703 1.890 0.2452 0.8698 0.0713 0.804
C 4.504 -1.890 2.727 0.2770 -0.0274 0.1566 -1.003
Si 3.145 -1.355 1.562 -0.2470 -0.1778 0.1725 -0.079
C 3.546 0.420 1.039 -0.1733 0.1941 -0.0297 -1.036
C 3.311 -2.412 0.024 0.0572 -0.0837 -0.3012 -0.902
N 1.594 -1.342 2.234 0.1207 -0.4709 0.0935 -0.249
C 0.824 -2.347 2.709 -0.0382 -0.2582 0.0924 0.457
C 1.185 -3.714 2.798 0.1358 -0.2516 0.0019 0.155
C 0.347 -4.711 3.282 0.0490 0.0985 -0.0433 -0.980
C -0.937 -4.425 3.721 -0.1041 0.1672 0.0121 -0.349
C -1.356 -3.097 3.666 0.0821 -0.1533 0.0766 -0.750
C -0.496 -2.143 3.196 0.2044 0.1916 -0.1856 0.464
F -0.987 -0.840 3.173 -0.2145 -0.3347 0.2698 -0.403
H 5.483 -1.829 2.241 -0.0217 0.0020 0.0437 0.306
H 4.366 -2.922 3.059 -0.0186 0.0326 -0.0009 0.298
H 4.529 -1.257 3.619 0.0015 -0.0328 -0.0208 0.291
H 4.540 0.518 0.594 -0.0005 -0.1118 0.0454 0.287
H 3.517 1.099 1.899 0.0027 -0.0323 -0.0237 0.271
H 2.842 0.804 0.287 0.0273 -0.0578 0.0527 0.187
H 4.319 -2.340 -0.396 -0.0462 -0.0020 -0.0084 0.319
H 2.602 -2.087 -0.745 0.0282 -0.0332 0.0089 0.208
H 3.113 -3.468 0.225 -0.0176 0.0361 0.0206 0.326
H 2.180 -3.998 2.469 -0.0192 0.0675 -0.0087 0.187
H 0.713 -5.731 3.314 0.0069 0.0059 -0.0077 0.369
H -1.599 -5.191 4.100 0.0372 -0.0298 -0.0164 0.356
H -2.339 -2.783 3.998 -0.0026 -0.0469 -0.0039 0.399
N -1.073 2.362 0.566 -0.4632 0.4508 -0.9377 -0.688
S -1.424 1.515 -0.737 0.0438 -0.3154 0.7511 0.443
C -0.485 1.958 -2.170 0.1276 0.1999 -0.1830 0.326
C -0.566 3.212 -2.772 0.0215 -0.0889 -0.0021 -0.205
C 0.238 3.483 -3.864 0.0491 -0.0436 -0.0149 -0.656
C 1.112 2.509 -4.345 0.0167 0.0889 -0.0707 -0.371
C 1.194 1.270 -3.737 -0.0821 -0.0610 0.1550 -0.647
C 0.390 0.989 -2.634 0.1527 0.0817 -0.1883 -0.261
C -3.067 1.903 -1.304 -0.2107 0.1581 -0.1020 0.298
C -3.932 2.509 -0.409 -0.1153 -0.0041 -0.0954 -0.384
C -5.245 2.757 -0.798 0.0453 0.0338 0.1235 -0.545
C -5.682 2.390 -2.059 0.0695 -0.0581 -0.0898 -0.450
C -4.802 1.776 -2.946 -0.1220 0.0428 0.0123 -0.569
C -3.493 1.530 -2.576 -0.0119 0.0156 0.0198 -0.494
H -1.252 3.354 0.391 0.0806 -0.0242 0.0559 0.177
H -1.256 3.959 -2.400 -0.0117 -0.0282 0.0254 0.382
H 0.191 4.451 -4.345 -0.0114 -0.0118 0.0030 0.390
H 1.734 2.726 -5.205 -0.0043 0.0142 0.0206 0.388
H 1.880 0.519 -4.105 -0.0077 0.0155 -0.0177 0.406
H 0.450 0.025 -2.144 -0.0392 0.0093 0.0164 0.482
H -3.586 2.774 0.580 0.0269 -0.0111 0.0063 0.485
H -5.924 3.236 -0.105 0.0064 -0.0166 -0.0116 0.387
H -6.706 2.577 -2.353 0.0137 0.0054 -0.0085 0.383
H -5.142 1.491 -3.934 0.0129 -0.0031 0.0081 0.381
H -2.814 1.064 -3.280 0.0411 -0.0109 0.0567 0.409
```
Forces are in eV/Å.

## Properties
E_HOMO ... -6.180 eV
LUMO ... 0.06 eV

=====

Entry 4:
Molecular formula: C21H24FN3O3
Method: DFT, the ωB97M-V functional and the def2-TZVPD basis

```
52
Properties=species:S:1:pos:R:3:forces:R:3:mulliken_charge:R:1
C 1.811 -3.935 -4.115 -0.0756 0.4085 0.0728 -1.107
C 2.158 -2.476 -3.829 0.3061 -0.3578 -0.1222 -0.519
H 2.856 -2.419 -2.988 -0.0286 0.0197 -0.1761 0.364
H 2.639 -2.013 -4.700 -0.0354 0.0141 0.1238 0.349
O 1.047 -1.720 -3.399 -0.5167 0.1532 -0.0573 -0.398
C 0.047 -1.405 -4.290 0.0560 0.0305 0.0142 0.674
C 0.160 -1.550 -5.662 0.1836 -0.0013 0.0864 -0.571
C -0.901 -1.256 -6.506 -0.1068 0.0196 -0.0553 -0.883
C -2.093 -0.814 -5.972 0.0344 -0.0341 -0.1647 -0.903
C -2.213 -0.638 -4.604 0.0562 0.0114 0.1103 -0.320
C -1.157 -0.907 -3.734 0.1240 -0.0845 -0.1227 0.658
N -1.298 -0.767 -2.364 -0.1170 -0.1541 0.1106 0.345
C -2.617 -0.641 -1.788 -0.0721 -0.0908 0.0784 -0.785
H -3.095 0.323 -2.030 -0.0500 -0.0794 -0.0136 0.376
C -2.512 -0.761 -0.274 -0.3807 -0.1542 -0.0451 -1.253
N -1.772 0.372 0.252 -0.0391 -0.2377 -0.1880 0.315
C -2.180 0.920 1.410 0.1774 0.3444 0.0820 0.844
O -3.089 0.446 2.070 -0.1943 0.0167 0.3504 -0.712
C -1.438 2.164 1.919 -0.1268 -0.0696 -0.2003 -1.159
N -0.485 1.783 2.938 -0.3555 0.0125 0.1020 -0.095
C 0.829 1.644 2.680 -0.0903 0.0489 0.1143 0.689
O 1.310 1.859 1.579 0.1834 0.0095 -0.0300 -0.727
C 1.688 1.199 3.820 0.1139 0.0226 0.2079 0.050
C 1.417 1.410 5.168 0.1943 -0.1228 -0.0698 0.627
C 2.281 0.995 6.165 -0.1293 0.0623 0.0087 -0.664
C 3.453 0.346 5.819 -0.0902 0.0558 -0.0320 -0.299
C 3.755 0.130 4.484 0.0592 -0.0446 -0.0633 -0.674
C 2.885 0.560 3.501 -0.0776 0.0333 0.0587 -0.424
H 3.110 0.415 2.455 0.0032 0.0118 -0.0741 0.420
H 4.672 -0.369 4.210 0.0735 -0.0444 -0.0305 0.398
H 4.130 0.017 6.592 0.0522 -0.0239 0.0748 0.382
H 2.026 1.189 7.194 -0.0452 0.0329 0.0876 0.447
F 0.289 2.052 5.551 0.0646 -0.0770 -0.0304 -0.336
H -0.876 1.503 3.823 0.2161 0.0286 0.0139 0.247
H -0.905 2.694 1.131 -0.0549 0.0039 0.0969 0.439
H -2.184 2.821 2.372 0.0562 -0.1122 -0.1434 0.403
C -0.716 0.866 -0.614 0.4053 0.2309 -0.2727 -0.680
H 0.133 1.214 -0.021 -0.1786 -0.0118 -0.1371 0.587
C -0.228 -0.254 -1.531 0.2469 0.2180 0.2614 -0.742
H 0.568 0.143 -2.160 -0.0614 -0.0103 0.1407 0.558
H 0.199 -1.060 -0.921 0.0953 0.1411 -0.0282 0.148
H -1.088 1.700 -1.224 0.0851 -0.0330 -0.0058 0.035
H -2.011 -1.698 -0.008 -0.0926 0.0062 -0.0120 0.202
H -3.501 -0.757 0.190 0.1517 -0.0584 -0.1124 0.527
H -3.252 -1.443 -2.176 -0.0289 0.0962 0.0355 0.658
H -3.149 -0.276 -4.211 -0.0741 0.0468 0.1045 0.367
H -2.933 -0.596 -6.613 -0.0694 0.0219 -0.0505 0.378
H -0.787 -1.386 -7.571 0.0076 -0.0135 -0.0892 0.385
H 1.078 -1.913 -6.097 0.1003 -0.0576 0.0268 0.318
H 2.711 -4.481 -4.384 0.0895 -0.0821 -0.0413 0.394
H 1.372 -4.388 -3.230 -0.0209 -0.0683 0.0712 0.306
H 1.094 -4.008 -4.929 -0.0242 -0.0779 -0.0656 0.366
```
Forces are in eV/Å.

## Properties
E_HOMO ... -7.433 eV
SMILES ... CCOc1ccccc1N1CCN(C(=O)CNC(=O)c2ccccc2F)CC1
Relative energy (zero: lowest compared OMol25 entry of this formula, charge and spin) ... 152.21 kJ/mol
LUMO ... 0.55 eV